The following is a quantum chemistry calculation of C9H15IO2 in the gas phase at a distorted geometry, from the Open Molecules 2025 dataset.

Element x y z (Å)
C 1.601985 -1.112118 -1.742783
C 1.415745 -0.530404 -0.551705
I 2.713047 0.787322 0.490229
C 0.065981 -0.867603 0.346851
C 0.034390 -2.359296 0.546806
C 0.959729 -2.928561 1.604048
O -0.757277 -3.087936 -0.062946
C -1.275160 -0.156610 -0.201415
O -1.765300 -0.911717 -1.252626
C -0.883852 1.233297 -0.586957
C -0.778270 2.266994 0.541317
C -0.354990 3.543044 -0.133259
H 2.479925 -0.959788 -2.366457
H 0.956060 -1.944518 -2.039163
H 0.222575 -0.463918 1.276285
H 2.023293 -3.068848 1.333549
H 1.003878 -2.143328 2.447297
H 0.540872 -3.942546 1.876722
H -2.116817 -0.069411 0.687130
H -1.944903 -1.738597 -0.921288
H -1.614413 1.479873 -1.484869
H 0.097328 1.039980 -1.174915
H 0.006016 1.860838 1.258857
H -1.780605 2.328664 1.170698
H -1.150099 3.873206 -0.805082
H 0.651481 3.413782 -0.657689
H -0.350606 4.458211 0.401358

Cartesian forces (eV/Å) of the 6 atoms listed first:
C 0.6 -0.2 1.0
C -2.0 -1.1 0.8
I -0.1 -0.4 -0.7
C 0.4 0.2 -2.8
C -1.0 -1.2 -0.9
C -0.1 0.2 1.2

As for the frontier orbital gap: 9.59 eV. The HOMO energy comes out at -9.4 eV. Its total charge is 0. The SMILES is C=C(I)[C@H](C(C)=O)[C@H](O)CCC. The calculation puts the relative energy (zero: lowest compared OMol25 entry of this formula, charge and spin) at 0.0 kJ/mol. For the largest force on an atom, the calculation gives 4.13 eV/A.

Atom charges from the Löwdin analysis, given in e for atoms 1 to 4:
1. C -0.02
2. C -0.70
3. I 0.89
4. C -0.23

***

The following is a quantum chemistry calculation of 2 unconnected molecules or ions with the total composition C9H15IO4 at a distorted geometry, from the Open Molecules 2025 dataset.

Element x y z (Å)
C -0.290159 -0.943892 0.103596
C 0.418053 2.456383 -1.093870
C 1.373562 1.341289 -1.388166
C -0.784030 2.112020 -0.257339
C 0.470167 0.311411 0.545493
C -1.942899 -2.413409 -2.016685
C 0.387105 0.091919 3.455614
C -0.482072 -2.524827 -1.546723
C 1.399788 -0.062265 2.353156
O -1.114793 -1.429077 0.854111
O 1.591623 0.565323 -0.122471
O -0.364398 1.330960 0.892666
O 0.007990 -1.359455 -1.115245
I 2.998421 1.364091 2.458790
H 0.994947 3.344171 -0.598395
H 0.114625 2.870179 -2.002997
H 0.841777 0.620311 -2.068632
H 2.434486 1.655926 -1.556769
H -1.287174 3.061002 0.234718
H -1.554990 1.495684 -0.805133
H -2.223056 -3.416731 -2.353597
H -2.460248 -1.988721 -1.168942
H -2.138192 -1.836683 -2.885798
H 0.596257 -0.141128 4.453467
H -0.508552 -0.657704 3.156795
H 0.000286 1.239339 3.555532
H 0.113562 -2.764216 -2.469377
H -0.398335 -3.252036 -0.800235
H 1.806247 -1.069865 2.186437

Cartesian forces (eV/Å) of the 6 atoms listed first:
C -0.9 0.8 2.0
C 1.8 2.6 1.7
C 0.0 -1.7 1.6
C -1.3 0.4 1.4
C 1.6 -1.6 4.1
C 0.7 -1.0 0.8

As for the frontier orbital gap: 9.26 eV. The HOMO energy comes out at -8.7 eV. Its total charge is 0. The calculation puts the relative energy (zero: lowest compared OMol25 entry of this formula, charge and spin) at 109.7 kJ/mol. For the largest force on an atom, the calculation gives 4.81 eV/A.

Atom charges from the Löwdin analysis, given in e for atoms 1 to 4:
1. C -0.39
2. C -0.18
3. C -0.10
4. C -0.14

***

The following is a quantum chemistry calculation of 2 unconnected molecules or ions with the total composition C9H15N2O at a distorted geometry, from the Open Molecules 2025 dataset.

Element x y z (Å)
C 3.241089 -0.847652 1.383911
C 2.158846 -1.242271 0.483120
C 3.505081 0.479979 0.974944
C 1.897483 -0.164913 -0.369439
C -2.100741 0.116855 0.180325
C -2.671160 -0.489207 -1.026138
C 0.529599 -1.274372 -2.070857
C -1.046391 2.248145 1.132350
C 1.209756 -0.256875 -1.670393
N -2.047814 -0.739510 1.126308
N -1.740749 1.378280 0.152648
O 2.766223 0.874371 -0.020998
H 3.520193 -1.301638 2.347979
H 1.876700 -2.283915 0.442706
H 4.114597 1.301296 1.503384
H -3.260783 0.104697 -1.608975
H -3.411976 -1.182083 -0.713378
H -1.839151 -0.901182 -1.655670
H -1.874705 1.890505 -0.690645
H 0.490108 -2.267186 -1.633552
H 0.024487 -1.331521 -2.959957
H -0.001422 2.280941 0.950208
H -1.217353 1.904692 2.095268
H -1.344411 3.260955 0.971352
H 1.206462 0.700830 -2.256241
H -2.202191 -1.733795 0.866849
H -1.781788 -0.525414 2.064899

Cartesian forces (eV/Å) of the 6 atoms listed first:
C -1.3 2.4 -0.9
C 1.7 1.1 0.5
C 1.5 -0.9 3.7
C 1.1 -2.3 0.6
C -0.3 1.6 -2.2
C 1.6 -1.3 -0.6

As for the frontier orbital gap: 8.30 eV. The HOMO energy comes out at -11.1 eV. Its total charge is +1. The calculation puts the relative energy (zero: lowest compared OMol25 entry of this formula, charge and spin) at 233.0 kJ/mol. For the largest force on an atom, the calculation gives 4.52 eV/A.

Atom charges from the Löwdin analysis, given in e for atoms 1 to 4:
1. C -0.03
2. C -0.02
3. C -0.15
4. C -0.25

***

The following is a quantum chemistry calculation of C9H15N3 in the gas phase at a distorted geometry, from the Open Molecules 2025 dataset.

Element x y z (Å)
C -1.322077 0.157897 3.294031
C -0.746275 0.196690 1.903792
N -1.337780 1.029384 1.049873
C -0.864349 1.002274 -0.211995
C -1.536476 1.888669 -1.247878
C 0.220501 0.177486 -0.613064
N 0.642325 0.081606 -1.953375
C 2.133180 0.183531 -2.241877
C -0.123249 -0.885351 -2.779183
N 0.898196 -0.642693 0.248402
C 0.382986 -0.601672 1.494959
C 1.057486 -1.475441 2.479859
H -2.007030 -0.700934 3.324239
H -0.514273 0.029017 4.028016
H -1.919304 1.039401 3.561026
H -1.051485 2.841763 -1.378602
H -1.573639 1.395095 -2.205827
H -2.574683 2.048815 -0.954978
H 2.613228 -0.801845 -2.055166
H 2.216724 0.453282 -3.314127
H 2.653729 0.987032 -1.710796
H 0.554978 -1.655006 -3.181220
H -0.880453 -1.419864 -2.225092
H -0.621761 -0.346969 -3.598882
H 1.491680 -0.799449 3.258410
H 1.853517 -2.054961 2.031402
H 0.354303 -2.127757 2.998053

Cartesian forces (eV/Å) of the 6 atoms listed first:
C 0.3 -0.4 0.1
C 0.7 0.3 -0.7
N 0.8 -0.7 -0.9
C 0.4 0.0 -0.7
C -0.5 -0.7 0.6
C 0.7 -0.9 0.6

As for the frontier orbital gap: 8.97 eV. The HOMO energy comes out at -8.1 eV. Its total charge is 0. The SMILES is Cc1nc(C)c(N(C)C)nc1C. The calculation puts the relative energy (zero: lowest compared OMol25 entry of this formula, charge and spin) at 46.3 kJ/mol. For the largest force on an atom, the calculation gives 3.12 eV/A.

Atom charges from the Löwdin analysis, given in e for atoms 1 to 4:
1. C -0.04
2. C -0.27
3. N 0.15
4. C -0.23

***

The following is a quantum chemistry calculation of 2 unconnected molecules or ions with the total composition C9H15N3O2 at a distorted geometry, from the Open Molecules 2025 dataset.

Element x y z (Å)
C 2.956833 1.430356 -0.349174
C 2.192180 0.559089 -1.063491
C 2.419070 -0.121038 0.993250
C 0.376763 -1.705558 -1.612295
C 0.983273 -2.593621 0.618063
C -2.399865 1.633941 -1.152440
C -1.321270 1.982644 1.170553
C 1.051847 -1.572360 -0.476447
C -1.996928 1.099227 0.180679
N 3.085453 0.993999 0.933242
N 1.842256 -0.448674 -0.198274
N -2.221649 -0.144815 0.425308
O -2.754011 -0.994899 -0.300253
O -1.810756 -0.631172 1.689592
H 3.424231 2.338922 -0.671022
H 1.893507 0.574003 -2.089257
H 2.329301 -0.706501 1.884425
H -0.229802 -2.574652 -1.781473
H 0.383039 -0.971477 -2.396223
H -2.119563 -1.554441 1.710375
H 0.540834 -2.159787 1.515384
H 0.368992 -3.430680 0.298070
H 1.976740 -2.961536 0.872289
H -1.635962 2.309966 -1.529530
H -3.336515 2.186240 -1.077484
H -2.544344 0.811739 -1.850613
H -0.815817 1.401919 1.936275
H -0.592071 2.612233 0.662401
H -2.045757 2.636933 1.658081

Cartesian forces (eV/Å) of the 6 atoms listed first:
C -0.2 -0.1 -0.3
C 0.1 0.4 -0.2
C 0.1 0.1 0.2
C 0.1 0.1 0.1
C 0.0 0.1 0.0
C 0.1 -0.5 0.4

As for the frontier orbital gap (alpha / beta): 5.91 / 7.59 eV. The HOMO energy (alpha / beta) comes out at -5.3 / -8.9 eV. As for the multiplicity: 3. Its total charge is 0. As for the expectation value of S²: 2.01. The calculation puts the relative energy (zero: lowest compared OMol25 entry of this formula, charge and spin) at 69.6 kJ/mol. For the largest force on an atom, the calculation gives 9.62 eV/A.

Atom charges from the Löwdin analysis, given in e for atoms 1 to 4:
1. C -0.15
2. C -0.07
3. C -0.17
4. C 0.07

***

The following is a quantum chemistry calculation of C9H15N3O3 in the gas phase at a distorted geometry, from the Open Molecules 2025 dataset.

Element x y z (Å)
C -3.252237 -0.756710 -0.516100
C -2.819445 0.051495 0.714414
C -1.724204 0.975280 0.143972
O -2.030220 2.061811 -0.293090
N -0.449104 0.427685 0.229829
C -0.223659 -0.859331 0.663546
C 0.836645 -1.323547 -0.339512
C 2.109846 -1.958353 0.117199
C 2.725315 -0.584900 0.102422
N 1.597258 -0.071810 -0.732287
C 0.734239 1.102581 -0.258108
N 0.547112 1.990482 -1.511239
C 1.575439 1.952115 0.953458
O 2.013234 3.020065 0.578010
O 1.576494 1.293844 1.972631
H -2.363407 -1.213591 -0.928511
H -3.621645 -0.227159 -1.282984
H -4.012192 -1.491739 -0.226893
H -2.265097 -0.372223 1.574386
H -3.681385 0.631267 1.151402
H -1.047056 -1.625224 0.537879
H 0.238602 -0.846545 1.742737
H 0.311930 -1.698292 -1.116838
H 2.487076 -2.565783 -0.715550
H 2.073314 -2.459937 1.050146
H 2.601514 -0.151319 1.188248
H 3.720937 -0.440846 -0.240376
H 1.718990 0.100654 -1.661048
H -0.450411 2.305872 -1.609483
H 1.072123 2.734172 -1.288254

Cartesian forces (eV/Å) of the 6 atoms listed first:
C 1.0 -2.8 3.6
C 0.4 1.7 0.2
C -1.1 0.1 1.2
O 0.7 0.2 -0.5
N -1.9 2.9 -1.5
C 2.1 -3.0 2.2

As for the frontier orbital gap: 8.54 eV. The HOMO energy comes out at -8.3 eV. Its total charge is 0. The SMILES is CCC(=O)N1C[C@@H]2CC[N@@H+]2[C@]1(N)C(=O)[O-]. The calculation puts the relative energy (zero: lowest compared OMol25 entry of this formula, charge and spin) at 331.1 kJ/mol. For the largest force on an atom, the calculation gives 6.03 eV/A.

Atom charges from the Löwdin analysis, given in e for atoms 1 to 4:
1. C -0.07
2. C -0.14
3. C -0.42
4. O 0.08

***

The following is a quantum chemistry calculation of C9H15N3O6 in the gas phase at a distorted geometry, from the Open Molecules 2025 dataset.

Element x y z (Å)
N -3.851701 1.828338 -1.010621
C -2.689956 1.523555 -0.360804
O -1.610610 1.945829 -0.762195
C -2.821522 0.594112 0.847811
C -2.285659 -0.730580 0.390081
N -0.923048 -0.709949 -0.207557
C 0.117023 -0.720680 0.764047
O -0.026718 -1.266836 1.856526
C 1.358649 0.018444 0.273846
N 1.176705 1.478251 0.497688
C 2.647943 -0.521249 0.956704
C 3.936303 0.187209 0.533378
C 4.406404 -0.162364 -0.854837
O 5.397288 0.236204 -1.407719
O 3.553001 -0.921801 -1.526479
C -3.159520 -1.497072 -0.585890
O -4.323918 -1.264980 -0.796714
O -2.471785 -2.553885 -1.168118
H -3.811037 2.310827 -1.892855
H -4.704173 1.267304 -0.735339
H -3.863812 0.451658 1.234571
H -2.248804 0.922564 1.743667
H -2.146259 -1.482063 1.186298
H -0.790821 0.043747 -0.915290
H 1.417037 -0.185941 -0.817800
H 0.303015 1.779177 0.044956
H 1.178228 1.666735 1.492402
H 2.724742 -1.574045 0.694881
H 2.480925 -0.452557 2.066119
H 4.741664 -0.098101 1.221929
H 3.843821 1.306702 0.569133
H 3.955203 -1.084960 -2.378648
H -1.508604 -2.333585 -0.953173

Cartesian forces (eV/Å) of the 6 atoms listed first:
N -1.0 -1.5 1.5
C -0.9 0.9 -0.2
O -0.1 -0.1 0.2
C -0.5 0.2 0.8
C 1.2 -1.9 -0.6
N 0.3 1.1 0.9

As for the frontier orbital gap: 9.99 eV. The HOMO energy comes out at -9.5 eV. Its total charge is 0. The SMILES is NC(=O)C[C@H](NC(=O)[C@@H](N)CCC(=O)O)C(=O)O. The calculation puts the relative energy (zero: lowest compared OMol25 entry of this formula, charge and spin) at 78.9 kJ/mol. For the largest force on an atom, the calculation gives 2.30 eV/A.

Atom charges from the Löwdin analysis, given in e for atoms 1 to 4:
1. N 0.18
2. C -0.50
3. O 0.02
4. C -0.04

***

The following is a quantum chemistry calculation of a gas-phase ion, C9H15NPS (charge +1) at a distorted geometry, from the Open Molecules 2025 dataset.

Element x y z (Å)
C 1.213025 2.147413 1.210775
C 1.940269 1.535956 0.206194
C 0.032480 1.598269 1.567113
C 1.473636 0.382056 -0.489192
C -0.626597 0.506813 0.779477
C 0.300669 -0.221452 -0.203148
C -1.838008 1.152668 0.029094
C -2.665302 2.282841 0.754657
C 1.630660 -2.310410 -1.530023
N 1.887910 -3.582877 -1.850080
P -0.251912 -1.774301 -1.011688
S -0.775608 -2.889655 0.623762
H 1.597159 3.080346 1.639240
H 2.855469 1.949183 -0.090964
H -0.284687 1.837099 2.561863
H 2.242386 -0.098416 -1.076596
H -1.043351 -0.156673 1.523511
H -1.398742 1.578072 -0.820741
H -2.638176 0.306767 -0.170461
H -3.491576 2.550630 0.000739
H -2.041938 3.171482 1.049664
H -3.184640 1.945922 1.603533
H 2.134702 -2.015688 -0.683038
H 1.626625 -1.531383 -2.249771
H 1.686429 -4.075313 -2.693673
H -2.095645 -3.043009 0.439778
H 1.714766 -4.326341 -1.120025

Cartesian forces (eV/Å) of the 6 atoms listed first:
C 0.2 1.3 -0.2
C -1.8 -1.2 -1.2
C 0.5 -1.2 -0.1
C 2.2 1.0 0.6
C 1.1 0.3 0.9
C -2.1 -0.1 0.8

As for the frontier orbital gap (alpha / beta): 6.00 / 6.00 eV. The HOMO energy (alpha / beta) comes out at -11.8 / -11.8 eV. Its total charge is +1. The calculation puts the relative energy (zero: lowest compared OMol25 entry of this formula, charge and spin) at 154.1 kJ/mol. For the largest force on an atom, the calculation gives 4.60 eV/A.

Atom charges from the Löwdin analysis, given in e for atoms 1 to 4:
1. C -0.04
2. C 0.06
3. C 0.03
4. C -0.08

***

The following is a quantum chemistry calculation of 4 unconnected molecules or ions with the total composition C9H15NS2 at a distorted geometry, from the Open Molecules 2025 dataset.

Element x y z (Å)
C -0.424218 -0.793672 -0.883257
C 0.770738 -1.491277 -0.647899
C 1.975244 0.136457 1.210258
C 1.458728 1.636889 -1.393355
C 0.845917 2.008033 -0.271616
C 0.608331 0.430132 1.568459
C -0.252457 1.249469 0.330629
C -1.440843 2.080667 0.955355
C -3.135453 -1.866191 -0.348312
N -0.854980 0.323994 -0.443796
S -3.254317 -0.271037 -0.157619
S 2.235009 -1.106945 0.108577
H -1.132393 -1.324697 -1.489579
H 0.767847 -2.530386 -0.904616
H 2.810013 0.646032 1.628427
H 2.333199 2.226979 -1.623828
H 1.373415 0.673302 -1.877483
H 1.030577 2.954248 0.093768
H 0.110074 -0.541368 1.707612
H 0.613551 1.151738 2.390869
H -2.108983 2.331761 0.111568
H -0.953002 3.001851 1.357752
H -1.854287 1.445633 1.656455
H 2.174692 -3.950718 -1.500444
H -3.387658 -2.368765 -1.381573
H -2.679399 -2.313146 0.486753
H 2.370665 -3.738996 -0.683113

Cartesian forces (eV/Å) of the 6 atoms listed first:
C 1.3 -0.4 0.1
C -1.2 0.1 0.2
C -0.4 0.5 0.3
C 1.1 0.3 0.9
C -1.0 -1.0 -3.0
C -1.5 1.4 -0.5

As for the frontier orbital gap (alpha / beta): 6.86 / 6.26 eV. The HOMO energy (alpha / beta) comes out at -6.5 / -8.3 eV. As for the multiplicity: 3. Its total charge is 0. As for the expectation value of S²: 2.03. The calculation puts the relative energy (zero: lowest compared OMol25 entry of this formula, charge and spin) at 155.1 kJ/mol. For the largest force on an atom, the calculation gives 4.37 eV/A.

Atom charges from the Löwdin analysis, given in e for atoms 1 to 4:
1. C -0.27
2. C -0.40
3. C -0.46
4. C 0.03

***

Number 9 is which compound? C9H15NS2